(1)
{
  "formula": "C3H3ClOS",
  "method": "ωB97M-V with the def2-TZVPD basis set",
  "species": ["C", "C", "C", "O", "S", "Cl", "H", "H", "H"],
  "xyz": [[-0.48, -0.28, 0.28], [-0.16, 1.22, 0.23], [-3.04, 0.08, -0.51], [-0.91, 2.16, 0.43], [-2.26, -0.67, 0.85], [-4.68, 0.23, -0.32], [0.16, -0.88, 1.12], [-0.35, -0.65, -0.77], [0.88, 1.28, -0.27]],
  "gap_ha": 0.3100,
  "lumo_energy_ha": -0.011,
  "molar_mass_g_mol": 122.6,
  "e_tot_ha": -1049.60624
}

(2)
{
  "formula": "C3H3ClS",
  "method": "ωB97M-V with the def2-TZVPD basis set",
  "species": ["S", "C", "Cl", "H", "C", "C", "H", "H"],
  "xyz": [[-2.04, 1.52, 0.08], [-2.07, -0.08, 0.20], [-3.51, -1.03, 0.04], [-1.32, -0.87, 0.28], [2.68, 0.05, -0.55], [1.77, 0.16, 0.23], [3.47, -0.05, -1.24], [1.02, 0.30, 0.96]],
  "gap_ha": 0.3239,
  "lumo_energy_ha": -0.029,
  "molar_mass_g_mol": 106.6,
  "e_tot_ha": -974.37470,
  "smiles": "S=CCl.C#C"
}

(3)
{
  "formula": "C3H3CrLiO3",
  "method": "ωB97M-V with the def2-TZVPD basis set",
  "species": ["O", "C", "C", "O", "O", "C", "Cr", "H", "H", "H", "Li"],
  "xyz": [[0.69, 0.80, 0.15], [0.19, -0.33, 0.17], [-2.06, 1.72, -0.06], [0.82, -1.39, -0.04], [-1.18, -0.50, 0.29], [-2.09, 0.31, -0.14], [2.55, -0.06, -0.17], [-2.69, 2.26, -0.76], [-1.47, 2.26, 0.69], [-2.88, -0.20, -0.69], [0.11, -3.19, -0.21]],
  "gap_ha": [0.3061, 0.3757],
  "lumo_energy_ha": [-0.572, -0.579],
  "molar_mass_g_mol": 146.0,
  "e_tot_ha": -1392.57831,
  "spin_multiplicity": 6,
  "total_charge": 3
}